Computed, not measured: a 12-piece molecular cluster, C72H168O36 overall in a non-equilibrium geometry, with wB97M-V/def2-TZVPD.

Summary:
Lowest unoccupied orbital energy ... 0.01904 Eh
F_max ... 3.511 eV/A
Frontier orbital gap ... 9.50 eV
SMILES ... COCCOCCOC.COCCOCCOC.COCCOCCOC.COCCOCCOC.COCCOCCOC.COCCOCCOC.COCCOCCOC.COCCOCCOC.COCCOCCOC.COCCOCCOC.COCCOCCOC.COCCOCCOC

Geometry as ORCA input:
```
! RIJCOSX wB97M-V def2-TZVPD def2/J DEFGRID3
* xyz 0 1
C -1.766 6.879 -4.445
O -3.086 6.493 -4.598
C -3.514 5.632 -3.570
C -4.793 4.987 -4.122
O -5.327 3.957 -3.319
C -4.556 2.743 -3.507
C -3.976 2.359 -2.152
O -3.386 1.095 -2.211
C -3.943 0.115 -1.361
H -1.177 5.985 -4.584
H -1.572 7.278 -3.432
H -1.631 7.642 -5.155
H -3.720 6.279 -2.639
H -2.808 4.885 -3.298
H -4.619 4.708 -5.193
H -5.592 5.727 -4.093
H -3.820 2.938 -4.307
H -5.236 1.942 -3.867
H -4.754 2.340 -1.385
H -3.182 2.940 -1.859
H -4.937 -0.177 -1.692
H -3.984 0.496 -0.326
H -3.369 -0.809 -1.275
C 7.099 -3.546 -1.854
O 6.278 -3.545 -3.028
C 5.034 -4.215 -2.909
C 4.148 -3.837 -4.013
O 3.747 -2.504 -3.826
C 3.559 -1.854 -5.105
C 3.452 -0.374 -4.844
O 2.155 0.045 -4.432
C 2.049 0.388 -3.038
H 6.700 -2.839 -1.054
H 8.052 -3.182 -2.252
H 7.295 -4.488 -1.334
H 4.648 -3.906 -1.913
H 5.246 -5.271 -2.977
H 3.301 -4.610 -3.985
H 4.698 -3.770 -4.954
H 2.662 -2.272 -5.608
H 4.442 -1.935 -5.822
H 3.731 0.205 -5.717
H 4.205 -0.142 -4.076
H 2.791 1.138 -2.735
H 2.235 -0.457 -2.431
H 1.062 0.871 -2.967
C 9.035 -5.805 2.577
O 8.002 -4.972 2.984
C 8.016 -3.651 2.417
C 6.834 -2.823 2.878
O 5.567 -3.132 2.342
C 4.659 -3.662 3.344
C 3.375 -3.976 2.714
O 3.616 -5.040 1.798
C 3.988 -6.251 2.347
H 8.933 -5.962 1.478
H 8.929 -6.777 3.109
H 10.053 -5.418 2.812
H 8.173 -3.720 1.384
H 8.921 -3.027 2.728
H 7.086 -1.748 2.546
H 6.759 -2.725 3.972
H 4.503 -2.905 4.153
H 5.188 -4.468 3.864
H 3.082 -3.126 2.047
H 2.592 -4.189 3.455
H 3.873 -6.261 3.430
H 5.076 -6.369 2.185
H 3.353 -7.163 2.002
C 0.154 -5.237 -6.570
O 0.657 -5.040 -5.242
C -0.138 -4.133 -4.568
C 0.431 -3.920 -3.210
O -0.525 -3.294 -2.350
C -0.926 -4.252 -1.331
C -2.154 -5.073 -1.700
O -1.817 -6.171 -2.453
C -2.915 -6.718 -3.174
H 0.883 -5.842 -7.109
H 0.067 -4.257 -7.054
H -0.872 -5.673 -6.515
H -1.138 -4.567 -4.473
H -0.298 -3.186 -5.098
H 1.369 -3.376 -3.223
H 0.760 -4.908 -2.862
H -1.191 -3.680 -0.489
H -0.150 -4.995 -1.148
H -2.844 -4.409 -2.192
H -2.629 -5.422 -0.795
H -3.203 -5.994 -3.963
H -3.773 -6.964 -2.533
H -2.560 -7.696 -3.563
C 4.595 2.819 3.072
O 5.605 2.203 2.364
C 5.541 0.760 2.485
C 4.999 0.000 1.327
O 5.803 0.103 0.104
C 5.153 -0.329 -1.064
C 6.031 -0.023 -2.297
O 5.918 1.215 -2.884
C 6.286 2.364 -2.017
H 4.512 2.408 4.078
H 3.556 2.661 2.642
H 4.840 3.887 3.126
H 4.930 0.457 3.340
H 6.642 0.471 2.528
H 3.926 0.277 1.190
H 5.018 -1.052 1.649
H 4.148 0.146 -1.220
H 4.996 -1.453 -1.070
H 5.841 -0.765 -3.076
H 7.093 -0.071 -1.969
H 5.874 3.224 -2.594
H 7.377 2.473 -1.844
H 5.654 2.334 -1.145
C -4.635 -3.724 -6.009
O -3.463 -3.531 -5.208
C -3.606 -2.434 -4.381
C -4.039 -1.096 -4.896
O -3.267 -0.658 -5.960
C -1.808 -0.812 -5.833
C -1.277 0.264 -4.821
O -1.536 1.488 -5.470
C -1.188 2.621 -4.723
H -4.830 -2.799 -6.601
H -5.513 -4.054 -5.408
H -4.358 -4.550 -6.621
H -2.580 -2.395 -3.967
H -4.326 -2.698 -3.515
H -3.850 -0.395 -4.088
H -5.087 -1.025 -5.151
H -1.269 -0.627 -6.778
H -1.486 -1.800 -5.511
H -0.174 0.266 -4.681
H -1.720 0.139 -3.800
H -1.504 3.494 -5.357
H -0.157 2.568 -4.490
H -1.670 2.591 -3.727
C 2.584 3.366 0.259
O 2.485 4.595 0.999
C 3.266 5.538 0.328
C 2.881 6.839 0.915
O 1.531 7.005 0.678
C 1.094 8.272 0.995
C -0.428 8.209 0.971
O -1.055 8.190 -0.325
C -2.424 8.168 -0.193
H 2.001 2.633 0.861
H 3.669 3.155 0.219
H 2.248 3.360 -0.803
H 2.956 5.583 -0.731
H 4.314 5.213 0.493
H 3.389 7.653 0.405
H 2.999 6.750 1.996
H 1.546 8.928 0.201
H 1.396 8.608 1.978
H -0.643 9.140 1.509
H -0.718 7.344 1.568
H -2.881 8.967 0.388
H -2.841 7.167 0.163
H -2.937 8.347 -1.153
C -7.416 6.781 0.682
O -6.325 5.892 0.768
C -5.195 6.288 -0.015
C -4.256 5.102 0.135
O -3.511 5.004 1.335
C -4.234 4.550 2.490
C -3.309 4.689 3.692
O -2.782 5.971 3.997
C -3.704 7.034 4.121
H -8.404 6.141 0.857
H -7.490 7.197 -0.296
H -7.408 7.611 1.487
H -4.687 7.203 0.332
H -5.420 6.398 -1.075
H -3.570 5.065 -0.740
H -4.884 4.191 -0.013
H -4.444 3.472 2.468
H -5.150 5.092 2.619
H -2.399 4.100 3.698
H -3.888 4.462 4.605
H -4.514 6.887 4.916
H -4.248 7.270 3.174
H -3.126 7.851 4.490
C 2.077 -7.818 6.467
O 2.143 -6.458 6.019
C 0.862 -5.771 6.158
C -0.034 -6.127 4.984
O 0.673 -5.528 3.858
C 0.252 -5.927 2.511
C -1.130 -5.320 2.209
O -1.058 -3.916 2.088
C -2.302 -3.250 1.951
H 1.284 -8.347 5.973
H 1.952 -7.896 7.568
H 3.066 -8.291 6.181
H 1.202 -4.785 6.144
H 0.448 -6.031 7.123
H -1.011 -5.613 4.980
H -0.288 -7.150 4.795
H 0.402 -6.975 2.331
H 1.046 -5.395 1.920
H -1.769 -5.582 3.035
H -1.450 -5.771 1.269
H -2.843 -3.729 1.159
H -2.101 -2.235 1.795
H -2.839 -3.410 2.901
C -6.105 -5.029 -0.398
O -6.301 -3.849 0.342
C -5.784 -2.624 -0.242
C -6.012 -1.485 0.757
O -4.730 -1.244 1.332
C -4.795 -0.076 2.126
C -3.391 0.171 2.650
O -3.426 1.402 3.301
C -3.474 1.249 4.719
H -6.573 -5.779 0.175
H -5.030 -5.161 -0.584
H -6.642 -5.000 -1.334
H -6.339 -2.494 -1.201
H -4.690 -2.811 -0.566
H -6.759 -1.900 1.422
H -6.348 -0.486 0.422
H -5.559 -0.047 2.923
H -5.053 0.796 1.549
H -2.764 0.254 1.732
H -2.888 -0.617 3.268
H -2.733 0.551 5.083
H -4.469 0.993 5.004
H -3.286 2.299 5.041
C 2.036 -1.967 -0.013
O 1.531 -0.659 0.005
C 0.186 -0.595 -0.335
C -0.158 0.913 -0.380
O -0.335 1.531 0.807
C -1.405 2.505 0.860
C -0.928 3.807 0.470
O -0.713 3.747 -0.945
C -0.145 5.000 -1.307
H 2.017 -2.500 -0.987
H 1.455 -2.623 0.717
H 3.045 -1.936 0.341
H -0.459 -1.184 0.397
H 0.022 -1.020 -1.351
H -0.938 1.177 -1.117
H 0.727 1.318 -0.921
H -1.592 2.664 1.910
H -2.374 2.150 0.394
H 0.103 3.956 0.976
H -1.542 4.662 0.864
H 0.761 5.177 -0.680
H -0.816 5.854 -1.192
H 0.307 4.915 -2.344
C -1.376 -2.079 5.690
O -0.711 -1.478 4.663
C 0.625 -1.911 4.444
C 1.389 -0.970 3.453
O 1.562 0.316 3.977
C 0.407 1.171 3.945
C 1.031 2.560 3.901
O -0.002 3.509 4.301
C 0.365 4.870 4.233
H -0.618 -1.996 6.508
H -1.513 -3.161 5.451
H -2.277 -1.557 6.024
H 0.703 -2.933 4.061
H 1.004 -1.895 5.477
H 0.855 -0.952 2.523
H 2.389 -1.461 3.357
H -0.213 0.956 4.804
H -0.170 0.871 3.086
H 1.332 2.814 2.935
H 1.881 2.409 4.548
H 0.661 5.179 3.219
H 1.277 5.023 4.875
H -0.513 5.456 4.552
*
```